A cluster of 2 separate species, C2H3IN2S in total. Source: OMol25; level of theory: wB97M-V/def2-TZVPD.

Each line ends with the natural charge from an NBO analysis.
Cartesian coordinates (Å):
C  -0.09  0.79  0.68  -0.06
C  -1.87  -0.33  -1.19  -0.46
N  0.51  1.84  1.09  -0.59
N  -3.99  -0.96  -0.08  -0.50
S  -1.38  1.08  -0.53  0.46
I  -5.53  0.19  0.10  0.45
H  -0.08  -0.17  1.03  0.17
H  -1.35  -1.31  -1.20  0.18
H  1.21  1.66  1.84  0.35

The value obtained for the LUMO energy (alpha / beta) is -1.5 / -1.1 eV. As for the HOMO energy (alpha / beta): -8.409 / -8.362 eV. Its HOMO-LUMO gap (alpha / beta) is 7.0 / 7.2 eV.


A cluster of 4 separate species, H8O4 in total. Source: OMol25; level of theory: wB97M-V/def2-TZVPD.

Each line ends with the natural charge from an NBO analysis.
Cartesian coordinates (Å):
O  17.98  -2.06  -6.54  -0.96
H  17.51  -1.98  -7.37  0.45
H  18.13  -2.99  -6.43  0.49
O  19.76  -6.92  -6.74  -0.95
H  19.29  -7.18  -5.95  0.47
H  20.66  -7.22  -6.59  0.49
O  17.98  -4.66  -7.02  -0.96
H  17.43  -4.88  -7.78  0.48
H  18.40  -5.49  -6.78  0.49
O  15.84  -6.45  -10.48  -0.93
H  15.44  -5.87  -11.13  0.47
H  15.47  -6.15  -9.65  0.46

The value obtained for the LUMO energy is 0.3 eV. As for the HOMO energy: -10.476 eV. Its HOMO-LUMO gap is 10.8 eV. As for the SMILES: O.O.O.O.


A cluster of 5 separate species, C6H20NO5 in total. Source: OMol25; level of theory: wB97M-V/def2-TZVPD.

Each line ends with the Löwdin spin population.
Cartesian coordinates (Å):
C  0.96  -2.93  -0.09  0.04
C  0.86  -2.39  1.34  0.02
C  -0.07  -1.15  1.24  0.02
C  0.03  -0.19  2.14  0.02
C  -0.68  1.08  1.98  0.02
C  -0.04  2.31  1.99  0.03
O  -0.78  3.35  1.48  0.02
N  1.15  -1.79  -1.08  0.08
H  0.00  -3.45  -0.25  0.01
H  1.84  -3.70  -0.13  0.01
H  0.31  -3.12  1.98  0.00
H  1.81  -2.03  1.82  0.01
H  -0.86  -1.41  0.60  0.00
H  0.86  -0.23  2.77  0.00
H  -1.78  1.09  1.79  0.00
H  1.01  2.57  1.97  0.02
H  -1.73  3.29  1.89  0.00
H  2.06  -1.28  -0.83  0.08
H  0.55  -0.96  -1.17  0.01
H  1.10  -2.02  -2.09  0.04
H  -0.10  2.66  -0.76  0.02
H  -0.77  3.59  -1.71  0.01
O  -0.90  2.79  -1.37  0.05
H  -3.01  -0.53  -0.81  0.00
H  -3.55  -0.03  -2.15  0.00
O  -2.79  -0.53  -1.77  0.02
H  -0.40  1.03  -2.21  0.01
H  -1.24  -0.20  -2.19  0.01
O  -0.34  0.08  -2.27  0.06
H  2.57  1.75  -0.27  0.07
H  2.01  1.30  -1.37  0.08
O  1.91  1.05  -0.45  0.24

The value obtained for the LUMO energy (alpha / beta) is 0.1 / 0.0 eV. As for the HOMO energy (alpha / beta): -2.605 / -8.274 eV. Its HOMO-LUMO gap (alpha / beta) is 2.7 / 8.3 eV. Its multiplicity is 2.


A structure of composition C2Br2F2S. Source: OMol25; level of theory: wB97M-V/def2-TZVPD.

Each line ends with the natural charge from an NBO analysis.
Cartesian coordinates (Å):
C  -0.02  0.94  -0.60  -0.41
C  0.14  -0.74  0.38  0.63
F  -0.48  -1.65  -0.29  -0.31
F  1.43  -0.93  0.47  -0.31
S  0.39  2.20  0.30  0.17
Br  -0.67  0.69  -2.30  0.19
Br  -0.79  -0.51  2.03  0.04

The value obtained for the LUMO energy is -0.9 eV. As for the HOMO energy: -9.200 eV. Its HOMO-LUMO gap is 8.3 eV.


For each record above, in turn, the calculated max |F| values are 3.40 0.98 6.62 5.22 eV/Å.
For each record above, in turn, the calculated relative energy (zero: lowest compared OMol25 entry of this formula, charge and spin) values are 714.1 99.2 228.8 8.7 kJ/mol.